# 1
21
Properties=species:S:1:pos:R:3 method="wB97M-V/def2-TZVPD" e_above_lowest_kcal_mol=43.5 homo_lumo_gap_ev=9.2 homo_ha=-0.31791 smiles=CSSC[C@@H](C)N.O
C -2.71782 -1.50319 2.73557
S -2.02015 -2.52002 1.48390
S -0.33979 -1.59365 0.62465
C -0.66566 -0.25537 -0.46513
C 0.37975 0.94888 -0.11822
C 0.41448 1.42550 1.35730
N 1.68130 0.53341 -0.72417
H -2.15030 -1.29957 3.66899
H -2.89112 -0.44422 2.43979
H -3.76032 -1.79660 2.90577
H -0.40995 -0.39912 -1.52814
H -1.65947 0.34313 -0.53994
H -0.02277 1.77902 -0.77796
H 0.05580 0.50188 1.88339
H -0.16715 2.31467 1.47949
H 1.43509 1.48660 1.77766
H 2.12267 1.17995 -1.36602
H 2.47602 0.42015 -0.11991
O 2.79634 -0.66011 -5.20577
H 1.99350 -0.26898 -4.84027
H 3.44955 -0.19236 -4.67098

# 2
48
Properties=species:S:1:pos:R:3 method="wB97M-V/def2-TZVPD" e_above_lowest_kcal_mol=65.2 homo_lumo_gap_ev=7.6 homo_ha=-0.27278 smiles="O=C(O)[C@H]1CNC[C@@H](CN/N=C/c2ccc(-c3cccc(C(F)(F)F)c3)o2)C1"
O -5.79948 -2.88643 -1.60469
C -5.48923 -4.04399 -1.27203
O -6.37891 -4.97963 -0.81830
C -3.98741 -4.47606 -1.33958
C -3.80169 -5.36022 -2.58768
N -2.37823 -5.67397 -2.67124
C -1.53889 -4.52062 -2.95118
C -1.59376 -3.61004 -1.74693
C -0.76843 -2.35001 -2.09198
N -0.84955 -1.43539 -0.92316
N 0.18969 -0.57790 -0.76962
C 0.10137 0.42909 0.09005
C 1.20248 1.39296 0.28568
C 2.43851 1.37034 -0.33489
C 3.22310 2.42677 0.22014
C 2.38871 3.09591 1.05798
C 2.74405 4.20795 1.95296
C 1.84727 4.52943 2.99685
C 2.17045 5.45806 3.98696
C 3.37411 6.18797 3.96669
C 4.30800 5.86409 2.95079
C 5.67149 6.52519 2.91091
F 6.29343 6.44965 4.16078
F 5.53820 7.84992 2.63828
F 6.51990 5.94178 1.99742
C 3.99835 4.86431 1.99428
O 1.15993 2.48877 1.11728
C -3.06655 -3.26485 -1.39397
H -7.24515 -4.59010 -0.72794
H -3.74147 -5.13204 -0.45133
H -4.10301 -4.74595 -3.46660
H -4.43617 -6.25629 -2.53607
H -2.04450 -6.14781 -1.81561
H -1.90145 -3.98438 -3.88647
H -0.51409 -4.88481 -3.09322
H -1.17444 -4.15457 -0.89991
H 0.27863 -2.63835 -2.31984
H -1.13751 -1.83023 -3.00472
H -1.74415 -1.15674 -0.52414
H -0.84805 0.53857 0.61279
H 2.76133 0.62551 -1.04974
H 4.27794 2.62444 0.08493
H 0.87685 4.06124 3.09878
H 1.47021 5.60726 4.79137
H 3.57861 6.96882 4.70941
H 4.74202 4.62900 1.22989
H -3.16734 -2.79210 -0.39097
H -3.44518 -2.64454 -2.18245

# 3
19
Properties=species:S:1:pos:R:3 method="wB97M-V/def2-TZVPD" e_above_lowest_kcal_mol=13.5 homo_lumo_gap_ev=12.2 homo_ha=-0.40734 smiles=CCC.CC
C 1.84838 1.49108 1.72156
C 0.62013 1.14529 0.87421
C -0.19617 2.35021 0.39136
H 2.72887 1.95368 1.28632
H 1.41003 2.15745 2.50541
H 2.16077 0.62767 2.30839
H -0.10696 0.51135 1.37073
H 1.11822 0.56563 0.06249
H -1.17008 2.03972 0.01007
H 0.24501 2.78037 -0.51684
H -0.21647 3.05383 1.23127
C -0.66171 -2.01042 -1.96286
C -1.45801 -2.69577 -0.86005
H 0.12234 -1.41495 -1.49138
H -0.13804 -2.62022 -2.71141
H -1.29536 -1.33880 -2.54580
H -2.36105 -3.10186 -1.32537
H -1.73518 -2.02992 -0.02724
H -0.91473 -3.46436 -0.32088

# 4
16
Properties=species:S:1:pos:R:3 method="wB97M-V/def2-TZVPD" e_above_lowest_kcal_mol=155.5 homo_lumo_gap_ev=8.8 homo_ha=-0.30947 smiles="CC1=CC=C[C@H]2O[C@H]12"
C -2.45145 -0.09515 0.14167
C -0.97650 -0.35864 -0.00143
C -0.23533 -1.51287 -0.08661
C 1.15602 -1.48163 -0.12945
C 1.90263 -0.24879 0.06046
C 0.89557 0.87785 0.37544
O 0.34898 2.08758 -0.01569
C -0.16253 0.78417 -0.52308
H -2.56133 0.37455 1.19386
H -2.96146 -1.17375 -0.01222
H -2.92761 0.64402 -0.52128
H -0.59582 -2.59224 0.16587
H 1.47534 -2.54483 0.02286
H 3.13200 -0.38615 0.31248
H 0.53488 0.42231 1.44338
H 0.34167 0.76585 -1.50126

# 5
72
Properties=species:S:1:pos:R:3 method="wB97M-V/def2-TZVPD" e_above_lowest_kcal_mol=0.0 homo_lumo_gap_ev=6.1 charge=-1 homo_ha=-0.13597
Pt -0.76095 1.01250 0.78613
N 1.09178 1.43589 2.18828
C 2.41186 2.02928 1.90990
C 2.40757 3.54527 1.69913
C 2.29140 4.05578 0.25482
C 1.11009 3.52046 -0.53271
N -0.14304 3.74718 0.18937
H 0.70388 1.82560 3.04000
H 1.21330 0.43551 2.32293
H 2.82876 1.52103 1.03573
H 3.07588 1.81265 2.75511
H 3.35466 3.93065 2.08661
H 1.62773 3.97891 2.33553
H 3.20485 3.77779 -0.27999
H 2.26235 5.15175 0.27809
H 1.25955 2.44954 -0.67682
H 1.10471 3.95360 -1.53940
H -0.92831 3.94360 -0.41241
H -0.05508 4.51121 0.84673
C -2.29901 -0.63803 -1.81590
Si -2.55582 0.68777 -0.50999
C -2.99961 2.27863 -1.43848
C -4.14736 0.21792 0.40731
C -5.39226 -0.06487 -0.16857
C -6.48029 -0.39644 0.62167
C -6.33990 -0.45398 2.00953
C -5.11305 -0.17731 2.58935
C -4.00759 0.16162 1.79883
Si -2.25807 0.53348 2.42239
C -2.46619 1.85909 3.75553
C -1.72998 -1.02058 3.36033
H -3.20762 -0.73275 -2.42321
H -2.08414 -1.60099 -1.34723
H -1.45943 -0.39857 -2.47339
H -3.87410 2.08303 -2.07050
H -2.19617 2.63426 -2.09206
H -3.25942 3.07518 -0.73693
H -5.51654 -0.02572 -1.24765
H -7.44001 -0.61333 0.16536
H -7.18897 -0.72061 2.62947
H -5.01700 -0.23050 3.67124
H -3.22621 1.53983 4.47749
H -2.78294 2.80618 3.31428
H -1.54005 2.04122 4.31215
H -2.55716 -1.37781 3.98335
H -0.86847 -0.84656 4.01490
H -1.45529 -1.80964 2.65728
S 1.48372 0.33440 -2.60184
P 1.75917 -1.21233 -1.39568
S 0.85232 -1.23447 0.38177
C 3.57079 -1.45123 -1.17470
C 4.15361 -1.35881 0.08117
C 5.52957 -1.49879 0.23557
C 6.32968 -1.74575 -0.86800
C 5.75140 -1.84666 -2.12954
C 4.38335 -1.69468 -2.28061
C 1.31984 -2.75933 -2.28326
C 1.30604 -3.97070 -1.59485
C 0.99647 -5.14907 -2.25436
C 0.68812 -5.12750 -3.60976
C 0.69102 -3.92507 -4.29831
C 1.00795 -2.74311 -3.63609
H 3.51177 -1.18861 0.93735
H 5.97027 -1.42121 1.22243
H 7.40043 -1.86223 -0.74981
H 6.37094 -2.04006 -2.99701
H 3.93880 -1.75260 -3.26756
H 1.52190 -3.97691 -0.53297
H 0.98327 -6.08412 -1.70760
H 0.43797 -6.04841 -4.12318
H 0.43976 -3.89904 -5.35176
H 1.00350 -1.79245 -4.15501

# 6
5
Properties=species:S:1:pos:R:3 method="wB97M-V/def2-TZVPD" e_above_lowest_kcal_mol=17.9 homo_lumo_gap_ev="8.4 / 8.4" homo_ha="-0.34271 / -0.34270" smiles="FC(=S)S"
F 0.59098 -0.01240 -1.60258
C -0.14926 -0.04573 -0.49643
S -1.93297 0.38076 -0.62330
S 1.03623 -0.27605 0.79244
H 0.45501 -0.04657 1.92986

# 7
12
Properties=species:S:1:pos:R:3 method="wB97M-V/def2-TZVPD" e_above_lowest_kcal_mol=81.9 homo_lumo_gap_ev=10.3 homo_ha=-0.34041 smiles=C#CC#CCC
C 3.79981 -0.06240 0.30719
C 2.63886 -0.35618 0.15896
C 1.28288 -0.59952 0.05347
C 0.07867 -0.70035 0.05124
C -1.37430 -0.56934 0.17855
C -1.84847 0.76254 -0.42808
H 4.81786 0.23391 0.44065
H -1.90417 -1.41743 -0.27465
H -1.59889 -0.59150 1.25244
H -2.81371 1.06012 -0.00864
H -1.11914 1.55183 -0.21712
H -1.95940 0.68834 -1.51402

# 8
96
Properties=species:S:1:pos:R:3 method="wB97M-V/def2-TZVPD" homo_lumo_gap_ev=10.2 homo_ha=-0.37650 smiles="CCOP(=O)(OCC)OCC.CCOP(=O)(OCC)OCC.O=C1OCCO1.O=C1OCCO1.CC#N.CC#N.CC#N.CC#N"
C -7.42389 -2.16090 0.26341
C -6.22325 -2.88067 -0.44033
O -5.25259 -3.12999 0.55995
P -4.81678 -4.65845 0.88767
O -3.58436 -4.75169 1.69394
O -4.77608 -5.48438 -0.50682
C -4.98159 -6.82372 -0.65778
C -3.71527 -7.47293 0.01206
O -6.11188 -5.33764 1.62382
C -6.45654 -5.13490 2.96980
C -6.21887 -6.28418 3.89185
H -7.95312 -2.79320 0.97630
H -7.02063 -1.26202 0.72978
H -8.15185 -1.76830 -0.44655
H -6.64674 -3.76996 -0.90714
H -5.95653 -2.19641 -1.24579
H -5.88802 -7.20413 -0.18685
H -5.08638 -7.10879 -1.70462
H -3.66411 -8.52561 -0.26606
H -2.85939 -6.98504 -0.45435
H -3.57660 -7.38854 1.08991
H -5.85423 -4.25203 3.18399
H -7.49340 -4.79910 2.95303
H -6.81173 -7.19264 3.78540
H -5.17504 -6.56558 4.03087
H -6.29161 -5.93225 4.92090
C 5.49446 4.57662 1.27567
C 4.19339 5.20782 1.84900
O 4.01194 6.49257 1.20894
P 2.99501 7.64675 1.75756
O 3.04856 7.97629 3.19597
O 3.20072 8.93742 0.78377
C 4.18055 9.90149 1.14109
C 3.89001 11.22831 0.38686
O 1.52509 7.12531 1.27252
C 0.59503 6.54304 2.20733
C -0.12535 7.63545 3.01605
H 5.30706 4.31304 0.23475
H 6.36000 5.23912 1.28171
H 5.73888 3.73361 1.92195
H 3.26641 4.68406 1.61556
H 4.13574 5.39621 2.92105
H 4.37145 9.94619 2.21331
H 5.11436 9.54222 0.70864
H 4.53208 12.03464 0.74139
H 3.97922 11.14811 -0.69652
H 2.86603 11.57162 0.53421
H -0.13482 6.06435 1.55442
H 1.02333 5.72190 2.78212
H -0.46177 8.49429 2.43526
H -0.97924 7.25493 3.57657
H 0.55293 8.08681 3.74015
O 4.66945 -2.46647 0.64005
C 5.44150 -3.23785 1.20464
O 6.36652 -4.02067 0.62002
C 6.87020 -4.95077 1.54020
C 6.48485 -4.31317 2.89930
O 5.49050 -3.43852 2.57257
H 6.42396 -5.94436 1.49847
H 7.91883 -5.00760 1.24821
H 7.27406 -3.82841 3.47398
H 6.09929 -5.05644 3.59713
O 0.43277 1.53746 7.26230
C 0.18993 0.83283 6.27967
O 1.08530 0.22362 5.40580
C 0.46342 -0.69386 4.65008
C -1.05121 -0.34551 4.82143
O -1.01345 0.51125 5.89881
H 0.75846 -0.65506 3.60149
H 0.57444 -1.74588 4.91276
H -1.51000 -1.24810 5.22514
H -1.59089 -0.09271 3.90877
C -0.98952 0.81518 -1.47822
C 0.06203 1.69394 -2.00159
N 0.88345 2.38774 -2.44671
H -1.83433 0.73282 -2.16205
H -1.52063 1.41419 -0.73848
H -0.66470 -0.13532 -1.05495
C 0.45513 -4.28033 -3.73140
C 0.00943 -5.08742 -4.84918
N -0.36243 -5.72828 -5.72906
H 0.19763 -4.74359 -2.77894
H -0.03864 -3.32225 -3.89382
H 1.53824 -4.19401 -3.81806
C 4.33264 1.81779 -7.79113
C 3.63508 1.65752 -9.12345
N 3.00118 1.52753 -10.13132
H 4.44575 0.94874 -7.14303
H 3.90070 2.61675 -7.18848
H 5.36528 2.13223 -7.94245
C -2.34544 -1.92937 -10.10156
C -2.60722 -1.61192 -8.72536
N -2.76863 -1.45863 -7.61972
H -2.15685 -3.00059 -10.17238
H -1.42818 -1.40101 -10.36154
H -3.17852 -1.55053 -10.69363

# 9
44
Properties=species:S:1:pos:R:3 method="wB97M-V/def2-TZVPD" homo_lumo_gap_ev=5.5 charge=+1 homo_ha=-0.38304
C -3.59517 -1.34433 0.60698
P -1.90873 -2.23655 0.51529
O -1.42732 -2.59893 2.18671
C -0.55480 -1.10390 -0.31129
C 0.87732 -1.61720 0.34029
C 2.13292 -1.64220 -0.70865
C 2.71432 -0.17298 -1.14466
S 3.91865 0.60189 0.05980
C 3.13506 1.00293 1.70992
S 3.34843 -0.16290 2.96547
N 2.36516 2.25169 2.07587
C 1.47472 3.18092 1.28159
C 0.96080 4.29041 2.40512
N 1.56318 4.03706 3.79386
C 2.41369 2.78822 3.50139
C -0.74243 0.45729 0.15412
Cl -1.13915 0.65157 1.98767
C -1.88246 1.29917 -0.66917
S -1.95965 0.81808 -2.48766
O -3.19340 1.42027 -3.21510
O -0.69157 1.43963 -3.17076
O -1.96282 -0.90681 -2.52153
C -0.69600 -1.36974 -1.92427
N -0.67523 -2.89820 -2.13814
H -3.93727 -0.84847 -0.41292
H -3.67717 -0.52159 1.44138
H -4.42304 -2.15366 0.85959
H -1.87519 -1.96258 2.82045
H 1.08932 -1.03326 1.33687
H 0.68663 -2.75015 0.66343
H 3.01575 -2.22616 -0.15656
H 1.93816 -2.25285 -1.70133
H 1.84242 0.57847 -1.45266
H 3.32325 -0.35005 -2.15642
H 1.20897 3.06458 0.14623
H 0.22030 5.18401 2.23527
H 2.99478 2.35657 4.43688
H 0.27717 1.01229 -0.00017
H -2.94923 1.28162 -0.14887
H -1.53652 2.44077 -0.64691
H 0.17961 -0.94851 -2.57664
H 0.18263 -3.18890 -2.65747
H -1.48447 -3.18052 -2.76943
Na -1.55162 -2.68701 -4.55353

# 10
47
Properties=species:S:1:pos:R:3 method="wB97M-V/def2-TZVPD" e_above_lowest_kcal_mol=0.0 homo_lumo_gap_ev=6.0 charge=+2 homo_ha=-0.46585
Li 3.57151 3.15845 0.27506
Li 0.00042 -1.28565 -3.22212
Li 1.21421 -2.07410 1.76240
Cl 0.99446 0.76162 -0.87202
O 1.94379 1.84842 -0.63379
O 1.24779 -0.22241 0.15100
O -0.33599 1.19822 -0.71580
O 1.22295 0.17643 -2.13670
C -2.26770 4.33451 -2.05125
C -2.42026 4.20710 -0.53091
C -3.71704 4.99902 -0.37398
O -3.63626 6.08774 -1.28070
C -2.60082 5.85490 -2.25602
H -2.99753 3.73301 -2.59312
H -1.36026 4.01709 -2.56496
H -1.58553 4.70186 -0.03437
H -2.46492 3.17829 -0.17361
H -3.91967 5.49764 0.57387
H -4.51253 4.31452 -0.66853
H -1.80541 6.50490 -1.89142
H -2.95216 6.07808 -3.26342
C 5.39524 -2.60160 0.53675
C 4.66424 -3.32008 -0.63551
C 3.23188 -2.76055 -0.61101
O 3.03257 -2.53385 0.82893
C 4.28316 -1.96041 1.28103
H 6.13522 -1.91385 0.12745
H 5.88868 -3.37847 1.12079
H 4.64314 -4.37395 -0.35801
H 5.23777 -3.21952 -1.55695
H 2.47840 -3.50793 -0.85959
H 3.18467 -1.80826 -1.13923
H 4.38916 -1.93543 2.36557
H 4.23029 -0.92621 0.94085
C -2.90803 -3.34986 1.88290
C -2.97806 -2.41325 0.75306
C -1.87280 -1.46556 0.89487
O -0.87349 -2.19222 1.70165
C -1.64508 -2.92565 2.69304
H -2.61363 -4.28616 1.40880
H -3.78567 -3.31764 2.52851
H -3.95000 -1.93111 0.85788
H -3.02432 -2.96860 -0.18371
H -2.15946 -0.49644 1.30320
H -1.61670 -1.35599 -0.15894
H -1.90828 -2.40007 3.61097
H -1.07798 -3.72684 3.16694

# 11
7
Properties=species:S:1:pos:R:3 method="wB97M-V/def2-TZVPD" e_above_lowest_kcal_mol=33.7 homo_lumo_gap_ev=4.1 charge=+2 homo_ha=-0.51833
Sr -0.64835 7.26236 -19.34406
Sr 1.14615 10.36252 -21.66500
Sr 3.38374 8.68245 -18.78578
F -1.59333 9.10015 -20.71063
F 3.45266 10.24828 -20.76428
F 1.02764 9.52098 -19.32101
F -0.36882 11.91402 -20.41463

# 12
10
Properties=species:S:1:pos:R:3 method="wB97M-V/def2-TZVPD" e_above_lowest_kcal_mol=90.6 homo_lumo_gap_ev="8.9 / 7.1" charge=+1 homo_ha="-0.60810 / -0.58644" smiles="C[N+]1=C=CN=N1"
C 0.33100 0.90577 0.34379
N -0.18484 -0.33551 -0.02450
C -0.34241 -1.13556 -0.95266
C -0.95748 -2.37956 -0.71068
N -1.21429 -2.32888 0.59974
N -0.88491 -1.32581 1.14139
H 0.77445 0.81565 1.34076
H -0.46672 1.65557 0.38982
H 1.10052 1.22885 -0.36489
H -1.16258 -3.19395 -1.37848